The following is a quantum chemistry calculation of the ion C7H12P with charge +1 in a non-equilibrium geometry, from the Open Molecules 2025 dataset.

Results
Total charge: +1
Gap between HOMO and LUMO (spin up / spin down) (Eh): 0.267 / 0.267
Relative energy (zero: lowest compared OMol25 entry of this formula, charge and spin) (kcal per mole): 79.8
E_LUMO (spin up / spin down) (hartree): -0.2167 / -0.2165
Energy (hartree): -614.83606
Molecular weight (u): 127.15

Atoms and positions in Å:
C1 -2.788 -2.645 0.316
C2 1.612 1.058 -0.789
C3 -1.022 1.355 2.014
C4 -1.680 -2.161 -0.237
C5 0.482 -0.046 -0.794
C6 -1.424 0.148 1.632
C7 3.251 1.326 -1.512
P1 -1.288 -0.418 -0.075
H1 -3.070 -3.678 0.204
H2 -3.458 -2.035 0.905
H3 1.787 1.303 0.261
H4 1.093 1.921 -1.222
H5 -1.091 1.673 3.041
H6 -0.601 2.069 1.323
H7 -1.041 -2.748 -0.882
H8 0.562 -0.710 -1.659
H9 -1.888 -0.549 2.320
H10 3.139 1.427 -2.579
H11 3.870 0.478 -1.248
H12 3.555 2.233 -1.021

These are the Löwdin partial charges, in e, on atoms 1 to 5:
1 C -0.009
2 C -0.178
3 C -0.009
4 C -0.344
5 C -0.054

***

The following is a quantum chemistry calculation of an isolated molecule of C7H12S4 in a non-equilibrium geometry, from the Open Molecules 2025 dataset.

Results
Total charge: 0
Gap between HOMO and LUMO (spin up / spin down) (Eh): 0.272 / 0.272
Relative energy (zero: lowest compared OMol25 entry of this formula, charge and spin) (kcal per mole): 101.0
E_LUMO (spin up / spin down) (hartree): -0.0002 / -0.0002
Energy (hartree): -1866.49807
Molecular weight (u): 224.44

Atoms and positions in Å:
C1 -2.168 0.238 -0.409
C2 -1.008 -0.396 -0.140
C3 -0.768 2.492 0.189
C4 0.241 0.303 0.207
C5 -2.336 -2.517 0.566
C6 2.521 0.871 1.524
C7 1.906 -0.458 -1.936
S1 -2.395 1.926 0.023
S2 -0.796 -2.164 -0.280
S3 1.167 -0.213 1.501
S4 1.265 1.069 -1.135
H1 -3.006 -0.224 -0.729
H2 -0.687 3.171 1.046
H3 -0.254 2.959 -0.665
H4 -2.434 -3.576 0.520
H5 -3.168 -2.023 -0.023
H6 -2.030 -2.144 1.541
H7 3.279 0.351 0.936
H8 2.760 0.831 2.618
H9 2.063 1.723 1.071
H10 3.012 -0.440 -2.168
H11 1.256 -0.365 -2.813
H12 1.579 -1.415 -1.445

These are the Löwdin partial charges, in e, on atoms 1 to 5:
1 C -0.423
2 C -0.706
3 C -0.458
4 C -0.905
5 C -0.380

***

The following is a quantum chemistry calculation of a cluster of 4 separate species, C7H13Br6Cl3 in total in a non-equilibrium geometry, from the Open Molecules 2025 dataset.

Results
Total charge: 0
Gap between HOMO and LUMO (Eh): 0.382
Relative energy (zero: lowest compared OMol25 entry of this formula, charge and spin) (kcal per mole): 22.4
E_LUMO (hartree): 0.0012
SMILES: ClC(Cl)Cl.BrCCBr.BrCCBr.BrCCBr
Energy (hartree): -17099.15144
Molecular weight (u): 682.96

Atoms and positions in Å:
Cl1 1.802 0.330 2.089
C1 2.467 0.272 0.407
Cl2 4.005 1.111 0.520
Cl3 1.297 0.955 -0.834
H1 2.667 -0.757 0.108
Br1 -1.059 -1.647 5.063
C2 -0.851 0.145 4.133
C3 -1.844 1.102 4.715
Br2 -1.635 2.842 3.725
H2 -1.052 -0.006 3.073
H3 0.148 0.533 4.333
H4 -1.648 1.247 5.777
H5 -2.840 0.814 4.377
Br3 0.270 -2.497 -0.360
C4 -1.297 -2.313 0.915
C5 -2.173 -1.129 0.362
Br4 -3.840 -0.930 1.531
H6 -1.026 -1.977 1.916
H7 -1.845 -3.253 0.856
H8 -2.569 -1.130 -0.653
H9 -1.533 -0.249 0.429
Br5 -0.679 0.999 -4.953
C6 1.220 0.524 -4.665
C7 1.967 0.986 -6.011
Br6 3.871 0.969 -5.675
H10 1.268 -0.513 -4.330
H11 1.502 1.115 -3.794
H12 1.732 2.040 -6.159
H13 1.673 0.418 -6.894

These are the Löwdin partial charges, in e, on atoms 1 to 5:
1 Cl 0.517
2 C -1.468
3 Cl 0.539
4 Cl 0.473
5 H -0.022

***

The following is a quantum chemistry calculation of a structure of composition C7H13CeNO2 in a non-equilibrium geometry, from the Open Molecules 2025 dataset.

Results
2S+1: 2
Total charge: +3
Gap between HOMO and LUMO (spin up / spin down) (Eh): 0.119 / 0.136
E_LUMO (spin up / spin down) (hartree): -0.5497 / -0.5332
Energy (hartree): -953.58118
Molecular weight (u): 283.30
<S²>: 0.75

Atoms and positions in Å:
O1 -1.980 -1.889 -1.349
C1 -1.688 -1.017 -0.386
N1 -2.576 -0.619 0.565
C2 -2.209 0.804 0.851
C3 -1.029 1.082 -0.113
C4 -0.416 -0.327 -0.161
C5 0.804 -0.627 -1.010
C6 1.961 0.327 -0.684
C7 2.445 0.176 0.771
O2 2.480 1.384 1.488
H1 -2.291 -1.215 1.359
H2 -1.808 0.914 1.854
H3 -3.055 1.463 0.739
H4 -1.554 1.284 -1.052
H5 -0.387 1.918 0.105
H6 -0.117 -0.520 0.879
H7 0.585 -0.599 -2.079
H8 1.191 -1.627 -0.799
H9 2.789 0.084 -1.333
H10 1.670 1.354 -0.872
H11 1.828 -0.546 1.331
H12 3.454 -0.216 0.787
H13 1.865 2.030 1.117
Ce1 -1.963 -3.616 -2.008

These are the Löwdin partial charges, in e, on atoms 1 to 5:
1 O -0.245
2 C -0.191
3 N 0.139
4 C -0.062
5 C -0.036

***

The following is a quantum chemistry calculation of a structure of composition C7H13Cl3O12S3 in a non-equilibrium geometry, from the Open Molecules 2025 dataset.

Results
2S+1: 2
Total charge: +1
Gap between HOMO and LUMO (spin up / spin down) (Eh): 0.359 / 0.102
E_LUMO (spin up / spin down) (hartree): -0.1339 / -0.3911
Energy (hartree): -3751.95419
Molecular weight (u): 491.73
<S²>: 0.75

Atoms and positions in Å:
C1 -0.465 2.578 0.741
Cl1 0.078 1.174 1.695
Cl2 0.674 3.943 0.830
Cl3 -2.056 3.311 1.339
H1 -0.586 2.369 -0.322
C2 -0.928 5.053 -2.028
C3 -1.052 5.307 -3.546
O1 -1.743 4.271 -4.118
S1 -2.044 3.026 -3.023
O2 -1.646 1.749 -3.532
O3 -3.348 3.258 -2.391
O4 -0.838 3.663 -1.989
H2 -1.736 5.084 -1.297
H3 -0.069 5.534 -1.562
H4 -0.052 5.314 -3.979
H5 -1.520 6.255 -3.812
C4 -0.579 -2.705 -0.790
C5 0.079 -1.399 -1.166
O5 -0.839 -0.312 -1.094
S2 -2.396 -0.917 -1.230
O6 -3.082 -0.370 -2.407
O7 -3.036 -0.834 0.106
O8 -1.799 -2.401 -1.453
H6 -0.660 -2.974 0.263
H7 0.015 -3.478 -1.279
H8 0.496 -1.545 -2.163
H9 0.806 -1.156 -0.391
C6 1.956 -3.680 4.557
C7 2.879 -4.801 4.052
O9 2.873 -4.953 2.731
S3 2.874 -3.449 2.072
O10 2.121 -3.494 0.800
O11 4.249 -2.891 2.084
O12 1.927 -2.864 3.367
H10 2.356 -3.301 5.498
H11 0.887 -3.881 4.635
H12 2.297 -5.659 4.388
H13 3.906 -4.827 4.415

These are the Löwdin partial charges, in e, on atoms 1 to 5:
1 C -1.389
2 Cl 0.664
3 Cl 0.723
4 Cl 0.702
5 H -0.006

***

The following is a quantum chemistry calculation of a cluster of 2 separate species, C7H13ClO in total in a non-equilibrium geometry, from the Open Molecules 2025 dataset.

Results
Total charge: 0
Gap between HOMO and LUMO (Eh): 0.344
Relative energy (zero: lowest compared OMol25 entry of this formula, charge and spin) (kcal per mole): 84.0
E_LUMO (hartree): 0.0306
Energy (hartree): -809.77325
Molecular weight (u): 148.63

Atoms and positions in Å:
C1 1.507 0.274 -0.353
C2 0.631 -0.364 0.327
C3 1.087 1.523 -1.078
C4 2.993 -0.036 -0.512
C5 0.597 -1.619 1.119
C6 -3.448 -0.148 0.902
C7 -1.447 0.207 -0.281
O1 -2.131 -0.558 0.662
Cl1 -2.082 0.022 -1.835
H1 1.821 1.864 -1.819
H2 0.166 1.304 -1.541
H3 1.188 2.515 -0.504
H4 3.516 0.883 -0.021
H5 3.231 -1.105 -0.289
H6 3.239 0.083 -1.601
H7 -0.280 -2.247 0.861
H8 1.500 -2.162 0.909
H9 0.536 -1.415 2.249
H10 -3.990 -0.248 0.039
H11 -3.499 0.883 1.126
H12 -3.613 -0.894 1.649
H13 -1.523 1.237 -0.010

These are the Löwdin partial charges, in e, on atoms 1 to 5:
1 C -0.386
2 C -0.049
3 C -0.088
4 C -0.054
5 C -0.079